The molecule CH2ClNOS, computed with ωB97M-V/def2-TZVPD.

The HOMO-LUMO gap comes out at 10.12 eV.

Geometry (Å):
C1 -0.37441 0.63690 -0.76304
N1 0.71161 0.05442 0.26896
O1 1.63992 -1.59918 1.79707
S1 0.39120 -0.98792 1.30769
Cl1 -2.09960 0.43974 -0.26589
H1 -0.12162 -0.20962 -1.57357
H2 -0.14711 1.66566 -0.77121

CH2ClNOS2 as an isolated structure, computed with ωB97M-V/def2-TZVPD.

The HOMO-LUMO gap comes out at 8.61 eV.

Geometry (Å):
C1 0.37085 1.45065 -0.42201
N1 -2.11134 0.42674 -0.52239
O1 1.05725 2.39780 -0.33712
S1 0.06596 0.22872 1.62457
S2 -1.44665 1.41931 0.37424
Cl1 -3.69316 -0.17672 -0.02404
H1 0.44319 0.40042 -0.99230
H2 0.39734 -0.79492 0.74317

CH2ClOP as an isolated structure, computed with ωB97M-V/def2-TZVPD.

The HOMO-LUMO gap comes out at 9.00 eV.

Geometry (Å):
C1 0.81962 0.00403 0.16935
O1 -1.94923 0.84690 -0.72850
P1 -1.41185 0.44625 0.57165
Cl1 -0.09551 -1.53624 0.06467
H1 1.61494 -0.12622 0.80121
H2 1.02203 0.36528 -0.87839

CH2ClP as an isolated structure, computed with ωB97M-V/def2-TZVPD.

The HOMO-LUMO gap (alpha / beta) comes out at 8.17 / 8.22 eV.

Geometry (Å):
C1 -0.20314 0.41991 0.32551
P1 -2.13904 1.24712 1.40143
Cl1 -2.04137 2.94957 0.33124
H1 -0.43036 -0.67415 0.51871
H2 -0.01577 1.16972 -0.40930

A 2-piece molecular cluster, CH2ClP overall, computed with ωB97M-V/def2-TZVPD.

The HOMO-LUMO gap (alpha / beta) comes out at 5.96 / 6.44 eV. As for the spin multiplicity: 3.

Geometry (Å):
C1 -1.72683 0.28984 -0.33608
P1 -2.35115 -0.92407 0.38035
Cl1 2.51061 -0.32855 -0.10955
H1 -1.28258 0.79961 -1.07198
H2 2.84995 0.16318 1.13727

A 2-piece molecular cluster, CH2ClPS overall, computed with ωB97M-V/def2-TZVPD.

The HOMO-LUMO gap comes out at 7.51 eV.

Geometry (Å):
C1 0.44207 -0.33640 -0.01973
P1 -1.12087 0.19520 0.91854
S1 -1.58645 1.81606 -0.08128
Cl1 1.44585 -1.65519 0.55739
H1 0.98103 0.62939 -0.07229
H2 -0.16162 -0.64905 -1.30262

The molecule CH2ClPS, computed with ωB97M-V/def2-TZVPD.

The HOMO-LUMO gap comes out at 7.57 eV.

Geometry (Å):
S1 2.41851 0.55031 -0.03501
P1 1.13040 -0.88994 0.04754
C1 -0.50458 0.04815 0.00511
Cl1 -1.89891 -1.06246 -0.02778
H1 -0.55191 0.67899 -0.88506
H2 -0.59351 0.67496 0.89520

CH2ErO6P as an isolated structure, computed with ωB97M-V/def2-TZVPD.

The HOMO-LUMO gap (alpha / beta) comes out at 8.23 / 8.33 eV. As for the spin multiplicity: 4. The net charge is +2.

Geometry (Å):
O1 1.23738 -1.52024 0.20879
C1 1.70483 -0.32330 0.17452
O2 2.74612 -0.04462 -0.31533
O3 0.90996 0.75566 0.63174
P1 -0.61911 0.87961 0.20191
O4 -0.86861 2.10569 -0.45427
O5 -1.05196 -0.36543 -1.07978
O6 -1.52605 0.62693 1.38765
H1 -1.67606 -1.01279 -0.69529
H2 -1.42910 -0.20844 1.87805
Er1 0.57259 -0.89308 -1.93798

A 2-piece molecular cluster, CH2F2N2O overall, computed with ωB97M-V/def2-TZVPD.

The HOMO-LUMO gap (alpha / beta) comes out at 7.14 / 7.14 eV.

Geometry (Å):
C1 0.61769 -1.10887 -0.01018
N1 1.18459 0.03151 0.13161
N2 -1.59802 0.30696 -0.44373
O1 0.31045 -2.20387 -0.14721
F1 -2.28632 0.19228 0.72748
F2 -0.91492 1.52869 -0.26039
H1 0.51257 0.98797 0.16859
H2 2.17395 0.26533 -0.16617

CH2F2NO2S as an isolated structure, computed with ωB97M-V/def2-TZVPD.

The HOMO-LUMO gap comes out at 7.61 eV. The net charge is -1.

Geometry (Å):
C1 -1.22769 0.96434 -0.23784
N1 0.37768 0.04257 -0.75091
O1 2.61409 1.27109 -0.14556
O2 2.35890 -0.88138 1.06656
F1 -2.12018 0.90385 -1.20366
F2 -1.80540 0.21445 0.74348
S1 2.09959 -0.13670 -0.24119
H1 -1.14839 1.98470 0.09637
H2 0.05663 -0.89550 -0.77300

A 3-piece molecular cluster, CH2F3NO overall, computed with ωB97M-V/def2-TZVPD.

The HOMO-LUMO gap (alpha / beta) comes out at 10.14 / 9.52 eV.

Geometry (Å):
C1 -0.95511 1.59183 -0.95030
N1 0.25749 -0.04273 -0.34930
O1 -1.24852 1.47185 0.21714
F1 -1.65896 1.04266 -1.95351
F2 -0.22103 2.52454 -1.45981
F3 -2.50872 2.53310 0.68863
H1 -0.60298 -0.54845 -0.58523
H2 0.42144 0.09213 0.62363

A 2-piece molecular cluster, CH2F3NO2S overall, computed with ωB97M-V/def2-TZVPD.

The HOMO-LUMO gap (alpha / beta) comes out at 8.80 / 7.98 eV.

Geometry (Å):
C1 0.03475 -1.50611 -1.58572
N1 0.42894 -1.02425 0.94366
O1 -0.64402 2.55898 1.90078
O2 -0.07217 1.54643 1.10461
F1 1.26852 -1.67906 -2.12746
F2 -0.40330 -0.30003 -1.90566
F3 -0.83367 -2.41187 -2.04662
S1 -0.57536 -0.00810 1.58780
H1 1.26165 -0.60393 0.56082
H2 -0.46534 3.42794 1.56781

CH2F4N3P3 as an isolated structure, computed with ωB97M-V/def2-TZVPD.

The HOMO-LUMO gap comes out at 8.79 eV.

Geometry (Å):
C1 2.05453 0.03521 0.22622
N1 -1.32906 1.75871 -0.06143
N2 -1.74689 -0.85099 -0.25653
N3 0.67928 0.15140 0.25178
F1 2.59040 0.89459 1.10233
F2 2.44896 -1.18071 0.49232
F3 2.55058 0.30594 -1.03887
F4 0.09091 -2.36749 0.42453
P1 0.12368 1.83724 0.39927
P2 -2.11322 0.67444 -1.09084
P3 -0.13708 -1.18880 -0.64853
H1 -1.75496 -0.85958 0.74120
H2 -3.45714 0.79005 -0.54145

CH2FN2O2 as an isolated structure, computed with ωB97M-V/def2-TZVPD.

The HOMO-LUMO gap comes out at 8.34 eV. The net charge is -1.

Geometry (Å):
C1 -1.07310 0.39371 0.46396
N1 0.77099 0.74746 -0.10517
N2 1.35929 -0.33546 -0.45450
O1 0.81485 -1.45147 -0.42913
O2 2.55775 -0.19504 -0.83174
F1 -1.83530 0.49993 -0.65988
H1 -1.47559 1.07895 1.24803
H2 -1.11890 -0.73807 0.76843

The molecule CH2FNO, computed with ωB97M-V/def2-TZVPD.

The HOMO-LUMO gap comes out at 11.85 eV.

Geometry (Å):
N1 -0.31825 -0.23821 0.06624
C1 -1.03366 -0.31470 1.48685
O1 -0.93254 -1.26704 2.18476
F1 -1.83173 0.74366 1.84096
H1 0.44382 -0.95966 0.19247
H2 -0.13388 0.79403 -0.03110

CH2FNO as an isolated structure, computed with ωB97M-V/def2-TZVPD.

The HOMO-LUMO gap comes out at 11.63 eV.

Geometry (Å):
C1 0.08284 0.00382 0.53228
N1 -0.72293 -0.37786 -0.49894
O1 -0.63009 0.98383 -0.00976
F1 1.67411 0.04642 -0.11869
H1 0.01954 -0.11629 1.64752
H2 -0.42347 -0.53992 -1.55241

A 2-piece molecular cluster, CH2FNO2 overall, computed with ωB97M-V/def2-TZVPD.

The HOMO-LUMO gap (alpha / beta) comes out at 8.09 / 8.10 eV.

Geometry (Å):
O1 0.06952 -0.96030 -0.66141
C1 -0.55059 -0.07692 -0.21170
N1 -1.23640 0.22568 0.81013
O2 -1.46864 1.09347 1.61048
H1 -0.85942 0.90669 -0.80102
F1 2.41818 -0.38967 -0.24776
H2 1.62735 -0.79894 -0.49872

The molecule CH2FNO3S, computed with ωB97M-V/def2-TZVPD.

The HOMO-LUMO gap (alpha / beta) comes out at 6.71 / 8.00 eV. As for the spin multiplicity: 3.

Geometry (Å):
C1 -1.18807 -0.14872 0.09425
N1 -2.21466 -0.89843 -0.06173
O1 0.13314 -0.55023 0.17203
O2 2.41430 0.00434 1.16709
O3 1.43218 1.51057 -0.55020
F1 2.10990 -0.74530 -1.12906
S1 1.62238 0.24412 0.03678
H1 -1.23779 0.95106 0.21452
H2 -3.07138 -0.36742 0.05633

A 2-piece molecular cluster, CH2FO2S overall, computed with ωB97M-V/def2-TZVPD.

The HOMO-LUMO gap (alpha / beta) comes out at 6.40 / 8.40 eV. The net charge is -1.

Geometry (Å):
C1 0.40323 -0.28209 1.06860
O1 1.20077 0.93927 -1.08733
O2 -1.61417 -0.82946 -1.92738
F1 -0.98813 1.59771 -0.03373
S1 0.04125 0.29784 -0.49901
H1 -0.40041 -0.92041 1.41308
H2 1.35746 -0.80286 1.06576

A 2-piece molecular cluster, CH2FP overall, computed with ωB97M-V/def2-TZVPD.

The HOMO-LUMO gap (alpha / beta) comes out at 9.59 / 9.59 eV.

Geometry (Å):
C1 0.58989 -0.34639 -0.07111
F1 2.75792 -0.25676 0.02056
P1 0.54610 1.27461 0.01889
H1 0.42778 -1.47499 -0.14803
H2 -0.78737 1.09974 0.01680

Table of ΔE to the lowest compared entry with this formula, charge and spin (kcal/mol), in record order: 41.0 68.1 23.8 78.0 55.8 45.3 14.3 0.0 99.1 55.2 99.5 144.0 6.0 119.6 17.0 112.0 64.6 27.7 106.5 96.9